77
Properties=species:S:1:pos:R:3:forces:R:3 method="wB97M-V/def2-TZVPD" de_lowest_kcal_mol=0.0 homo_energy_ha=-0.3534 gap_ev=6.893 spin_multiplicity=1 lumo_energy_ha=-0.100 energy_ev=-68265.79990 max_force_ev_per_a=0.926 total_charge=+1
Rh -0.286382 0.286334 0.755337 0.1 0.2 0.0
C -0.048451 2.350274 3.092885 0.1 0.1 0.0
N 0.760474 1.459954 2.230187 0.0 0.0 -0.1
C 1.605573 0.634991 3.121707 0.0 0.0 0.1
C 1.573079 2.320401 1.330614 0.0 0.0 0.2
C 2.855321 2.724016 1.622544 0.0 0.1 0.0
C 3.540453 3.539791 0.720100 -0.1 0.0 -0.1
C 2.920872 3.931586 -0.456063 -0.1 0.0 0.1
C 1.625034 3.513599 -0.755253 0.1 0.1 0.0
C 0.941053 2.695211 0.135082 -0.6 0.2 0.1
N -0.318889 2.117536 0.007263 0.8 -0.1 -0.5
C -1.436056 2.451504 -0.719973 0.5 0.4 0.1
C -1.566838 3.457625 -1.678712 0.0 0.1 -0.2
C -2.797763 3.689437 -2.282457 0.1 0.0 0.1
C -3.912414 2.941374 -1.939887 0.1 0.0 0.0
C -3.794024 1.965973 -0.953642 -0.1 0.0 -0.1
C -2.573062 1.736127 -0.358120 -0.2 -0.2 0.0
N -2.398345 0.794401 0.764251 -0.2 -0.2 0.2
C -2.902788 1.457838 1.987872 0.0 0.0 0.1
C -3.232155 -0.416081 0.558973 0.0 0.0 0.1
H 0.617175 2.885858 3.773539 0.0 0.0 0.0
H -0.570585 3.072299 2.474001 0.0 0.0 0.0
H -0.751068 1.756965 3.671785 0.0 0.0 0.0
H 2.164715 1.277213 3.803784 0.0 0.0 0.0
H 0.956337 -0.008403 3.707388 0.0 0.0 0.0
H 2.287556 0.029971 2.535340 0.0 0.0 0.0
H 3.349018 2.414934 2.532935 0.0 0.0 0.0
H 4.551070 3.853086 0.941365 0.0 0.0 0.0
H 3.455011 4.544994 -1.169398 0.0 0.0 0.0
H 1.184917 3.781733 -1.704206 0.1 0.0 0.0
H -0.717194 4.065233 -1.951742 -0.1 0.0 0.0
H -2.877295 4.466914 -3.031005 0.0 0.0 0.0
H -4.866533 3.116974 -2.415986 0.0 0.0 0.0
H -4.672349 1.408053 -0.657097 0.0 0.0 0.0
H -3.973301 1.648409 1.884400 0.0 0.0 0.0
H -2.734739 0.808587 2.846484 0.0 0.0 0.0
H -2.395932 2.403632 2.121331 0.0 0.0 0.0
H -4.287238 -0.159915 0.661099 0.0 0.0 0.0
H -3.047946 -0.812782 -0.429083 0.0 -0.1 -0.1
H -2.980484 -1.156137 1.312895 0.0 0.0 0.0
C -1.459892 -3.953211 -1.621890 0.0 0.0 0.0
C -1.471341 -2.656595 -2.419389 0.0 0.0 0.1
S -0.126138 -1.572788 -1.884608 0.2 0.1 -0.1
O -0.847659 -0.464101 -1.110430 -0.2 -0.2 0.1
C 0.318609 -0.818058 -3.462463 -0.2 0.1 0.1
C -0.737679 0.152575 -3.967149 0.0 0.0 0.0
H -2.331232 -4.555977 -1.874549 0.0 0.0 0.0
H -1.488618 -3.753060 -0.547905 0.0 0.0 0.0
H -0.568766 -4.543047 -1.838937 0.0 0.0 0.0
H -2.375592 -2.073684 -2.247770 0.0 0.0 0.0
H -1.372497 -2.824438 -3.491051 0.0 -0.1 0.0
H 0.490528 -1.658793 -4.138221 0.1 0.0 0.0
H 1.268985 -0.320304 -3.280319 0.0 0.0 0.0
H -1.675846 -0.348074 -4.208900 0.0 0.0 0.0
H -0.369845 0.637762 -4.870299 0.0 0.0 0.0
H -0.941247 0.920344 -3.222287 0.0 0.0 0.0
C 0.804390 -5.424403 2.501977 0.0 0.0 0.0
N -0.050030 -4.261352 2.264818 -0.1 -0.1 -0.1
C 0.310865 -3.100683 1.702195 0.0 0.1 0.1
S -0.544628 -1.690710 2.195183 -0.1 -0.1 -0.2
N 1.291167 -3.023581 0.819178 0.2 0.1 0.1
C 1.909745 -4.106865 0.069360 0.0 0.0 0.0
H 0.541598 -5.841092 3.471046 0.0 0.0 0.0
H 1.849101 -5.124371 2.541623 0.0 0.0 0.0
H 0.673950 -6.197619 1.746747 0.0 0.0 0.0
H -0.884916 -4.194579 2.823821 0.0 0.0 0.0
H 1.581348 -2.073277 0.601361 0.0 0.0 -0.1
H 1.205487 -4.924062 -0.070522 0.0 0.0 0.0
H 2.814480 -4.482363 0.545666 0.0 0.0 0.0
H 2.175207 -3.718142 -0.912206 0.0 0.0 0.0
O 1.658386 -0.221867 0.305635 -0.7 0.0 0.4
N 2.124181 0.445978 -0.734579 0.1 -0.5 -0.1
C 3.407510 0.502412 -0.731134 0.6 0.2 -0.4
C 4.042809 1.139482 -1.856306 0.0 -0.1 0.2
N 4.551834 1.641905 -2.754088 0.0 0.0 0.0
C 4.198285 -0.050422 0.345750 -0.2 0.1 -0.2
N 4.781636 -0.512452 1.220107 0.0 0.0 0.0